The following is a quantum chemistry calculation of a molecular structure, C28H88BKO28 at a distorted geometry, from the Open Molecules 2025 dataset.

Summary:
Molar mass ... 922.89 g/mol
Lowest unoccupied orbital energy ... -0.40 eV
Gap between HOMO and LUMO ... 8.362 eV

```
! wB97M-V def2-TZVPD RIJCOSX def2/J DEFGRID3
* xyz 0 1
H 18.49399 7.67047 11.98654
H 14.56359 3.41780 11.23337
C 21.91250 0.74759 14.18192
H 19.60485 4.58101 21.19964
H 16.75305 7.56732 12.81222
O 19.59587 1.34301 13.78268
O 16.47200 5.81047 15.51088
H 22.84855 3.58392 10.70211
H 20.93972 -0.18936 9.34550
O 23.83228 7.64801 13.23422
O 19.38677 2.79299 9.75901
C 16.74347 8.44232 12.16231
C 16.63581 6.75628 16.54602
H 19.24361 5.79052 18.02569
O 15.91113 4.64036 12.40673
H 11.14655 2.68786 16.85055
H 15.78253 4.31506 6.20213
C 12.92494 2.28931 15.78293
H 22.98223 0.04197 12.52446
C 16.50036 -0.50848 12.73597
H 20.41775 1.93678 8.08117
C 20.16989 0.53955 9.59879
H 15.87870 5.12304 15.82240
H 20.19994 8.02564 7.97051
C 17.40505 -0.26814 16.81946
H 19.61372 5.87307 13.71477
K 17.78858 3.43559 13.92842
H 18.77465 1.12752 16.69469
H 12.94316 0.59444 17.77953
C 16.64112 3.73335 8.13572
H 19.12652 6.61731 7.54662
H 20.12254 8.97755 13.88092
H 21.58551 4.85955 12.03999
H 19.73140 1.07015 12.87231
O 16.62687 1.97046 16.23470
H 14.25560 5.58128 18.45336
O 14.33022 3.73042 7.47974
O 15.93034 1.44943 11.99342
C 15.36170 0.35200 12.52453
H 17.20806 -0.96941 17.63032
H 14.89448 5.03448 10.73671
H 19.90516 11.78392 16.03053
H 15.96771 5.59868 12.40157
H 16.06856 -1.38893 13.21184
O 14.60518 6.32068 17.95069
H 14.81963 0.71446 13.39796
O 20.15194 3.98422 17.16743
C 23.41382 8.07231 14.45936
O 19.83478 11.13429 15.32723
C 14.72074 4.42371 11.62264
H 13.83717 4.58991 13.62322
H 20.55720 7.10653 10.09102
H 21.37167 2.23150 9.53922
H 17.09878 -0.00580 13.49578
C 20.39179 1.92780 9.17083
H 15.80528 2.58035 6.40238
H 19.82689 4.88267 12.21934
H 12.74696 2.48723 14.72592
H 15.80476 2.46590 16.25090
H 14.45106 6.45003 13.42646
C 19.47556 8.79656 14.73926
H 16.54368 1.21667 18.23225
C 23.30935 4.36806 11.30285
H 19.21742 5.48219 10.71634
H 18.37023 5.82049 12.41252
H 19.89163 0.51302 10.65234
H 19.88645 6.56396 12.07912
H 24.11991 2.02733 12.21052
H 19.73888 3.68605 9.76684
H 19.74725 3.08943 19.67572
H 16.53683 7.47209 9.60595
C 20.09356 6.47394 9.33407
H 20.86034 2.79460 13.90306
C 23.27944 6.82620 15.37751
C 19.39846 7.36189 8.29478
O 17.31789 -0.79347 11.55849
H 21.54690 5.97453 14.88355
H 18.42788 8.32282 9.81681
H 16.37589 6.95943 18.65152
C 23.81853 3.83071 12.64395
H 15.45510 0.66082 17.04320
O 19.76903 7.58653 15.28964
H 17.86089 2.79219 9.17769
H 17.67798 7.07198 16.59413
H 24.22962 6.46248 15.76863
H 17.20833 -0.68619 15.83222
H 22.62465 0.78890 15.00608
H 14.70500 -0.09090 11.77574
H 23.17224 7.13549 12.76171
H 12.61449 4.68055 12.25982
H 21.00007 6.03950 8.91266
H 11.26195 1.05470 16.10976
O 18.98992 0.09831 8.93199
C 19.26765 4.02513 19.38840
O 15.72919 7.37884 10.11646
H 19.01430 9.78658 16.54421
H 24.22710 4.68808 13.17883
O 12.27219 1.26866 17.90922
H 16.30538 5.25411 18.21992
C 11.78246 1.81748 16.68883
O 18.29849 8.06862 8.90016
C 13.64129 4.85124 12.58330
H 16.54607 9.30613 12.79709
H 24.07619 4.74850 10.62808
O 13.66475 3.36781 16.52594
H 16.40362 4.63784 8.69570
O 18.95589 4.80155 20.52747
H 20.74994 2.01539 15.38301
H 20.87635 3.38997 17.37648
H 18.27475 0.69309 9.16942
O 13.75847 6.27838 12.78423
H 23.14460 3.29054 13.30888
H 13.37445 3.20577 17.42654
H 18.42533 8.86741 14.45625
C 16.49640 0.95468 17.17526
H 22.47910 8.62041 14.34114
H 14.04277 4.61446 7.24005
C 15.66401 3.51934 6.93758
H 17.63873 4.01910 7.80220
H 16.23504 7.71699 16.22272
H 17.62079 -1.68410 11.74989
O 18.06531 8.39592 11.52659
O 19.40591 5.37589 9.78105
H 14.60484 8.49764 11.39189
H 18.36425 3.59391 18.95711
H 15.80293 9.46842 10.56464
B 19.42038 5.78114 12.65722
C 20.77603 1.78977 14.31694
H 16.26786 1.20155 11.12957
H 19.74400 6.84452 14.68103
H 20.80878 9.62112 16.20818
O 22.34615 5.30351 11.65799
O 16.94729 2.61026 8.94565
C 19.81452 9.81257 15.80457
O 22.48154 5.75879 14.84467
H 13.56320 1.40605 15.75896
H 22.73723 7.26865 16.21318
H 21.45872 -0.24346 14.17779
C 19.83369 4.90522 18.26262
H 20.77794 5.29143 18.64646
O 18.70905 0.23319 17.03743
O 24.67970 2.80722 12.21105
O 22.50423 0.82522 12.80664
H 24.12650 8.69776 14.99694
C 15.64495 8.51370 11.06628
C 16.00491 6.25428 17.90771
*
```

Mulliken population analysis, charges in e, atoms 1 to 4: atom 1 (H): 0.584, atom 2 (H): 0.276, atom 3 (C): -0.874, atom 4 (H): 0.324